# 1
Entry from OMol25: C12H44IN19O14PS2 as an isolated structure in a non-equilibrium geometry (the ωB97M-V functional and the def2-TZVPD basis).

Output
charge = -1
calculated total energy = -109206.9062 eV

XYZ file:
```
93
C12H44IN19O14PS2 (the ωB97M-V functional and the def2-TZVPD basis)
O 6.08 -1.98 -0.39
P 5.10 -2.05 -1.50
S 5.44 -0.56 -3.03
O 4.52 -0.85 -4.11
O 6.84 -0.79 -3.30
N 5.24 0.79 -2.25
S 3.96 1.73 -2.56
O 4.05 2.80 -1.58
O 3.85 2.16 -3.92
C 2.44 0.87 -2.16
C 1.75 0.18 -3.35
C 1.34 -1.26 -3.09
I 0.11 -1.44 -1.36
H 5.18 -3.25 -2.22
H 3.77 -1.93 -1.07
H 2.63 0.21 -1.31
H 1.80 1.66 -1.78
H 0.83 0.74 -3.55
H 2.35 0.22 -4.25
H 0.79 -1.64 -3.95
H 2.20 -1.92 -2.98
C 6.68 5.84 -2.28
O 7.26 6.88 -2.54
N 7.25 4.61 -2.48
N 5.42 5.79 -1.78
H 6.77 3.75 -2.29
H 8.18 4.58 -2.86
H 4.95 6.66 -1.63
H 4.96 4.92 -1.57
C -1.63 -0.11 2.13
O -1.30 -0.97 1.31
N -0.66 0.65 2.73
N -2.92 0.14 2.48
H -0.85 1.38 3.38
H 0.28 0.48 2.44
H -3.63 -0.42 2.04
H -3.19 0.84 3.14
C -4.52 -2.44 -0.24
O -4.91 -1.97 0.81
N -3.51 -1.92 -0.98
N -5.11 -3.57 -0.77
H -3.19 -2.31 -1.84
H -3.04 -1.11 -0.62
H -5.86 -3.99 -0.24
H -4.83 -3.99 -1.64
C -8.90 -2.10 -1.91
O -9.16 -3.28 -2.12
N -7.68 -1.69 -1.48
N -9.83 -1.12 -2.10
H -7.45 -0.73 -1.30
H -6.98 -2.39 -1.33
H -10.74 -1.40 -2.42
H -9.65 -0.15 -1.94
C -5.22 1.08 5.49
O -4.76 1.63 4.49
N -5.08 -0.25 5.71
N -5.91 1.78 6.44
H -5.44 -0.72 6.51
H -4.58 -0.78 5.02
H -6.03 2.76 6.30
H -6.30 1.35 7.26
C 2.05 2.85 0.81
O 1.72 1.71 1.09
N 3.35 3.25 0.86
N 1.14 3.81 0.46
H 3.66 4.18 0.65
H 4.03 2.55 1.09
H 0.18 3.53 0.42
H 1.39 4.75 0.23
C 9.29 -1.78 2.20
O 10.32 -2.17 2.73
N 8.42 -0.93 2.84
N 8.90 -2.16 0.96
H 7.57 -0.61 2.42
H 8.67 -0.63 3.76
H 9.50 -2.78 0.45
H 8.04 -1.84 0.53
C -9.26 -6.45 -5.16
O -9.13 -7.10 -6.18
N -9.27 -7.03 -3.92
N -9.40 -5.09 -5.15
H -9.37 -6.50 -3.07
H -9.17 -8.02 -3.88
H -9.39 -4.62 -6.04
H -9.50 -4.56 -4.31
C 2.88 3.02 5.15
O 1.68 3.00 5.37
N 3.79 3.28 6.15
N 3.41 2.79 3.92
H 4.78 3.30 6.00
H 3.42 3.45 7.07
H 2.77 2.59 3.17
H 4.40 2.81 3.73
```

# 2
Entry from OMol25: C12H45CaN12O11 as an isolated structure in a non-equilibrium geometry (the ωB97M-V functional and the def2-TZVPD basis).

Output
charge = +1
calculated total energy = -72015.6902 eV
energy relative to the best compared isomer or geometry (same formula, charge and spin) = 0.604 eV

XYZ file:
```
81
C12H45CaN12O11 (the ωB97M-V functional and the def2-TZVPD basis)
Ca -21.62 -12.55 10.32
C -20.65 -12.31 14.53
C -21.88 -12.90 13.86
O -22.22 -12.22 12.68
H -20.99 -11.41 15.05
H -19.92 -12.13 13.76
H -20.31 -12.96 15.33
H -22.65 -13.06 14.62
H -21.63 -13.95 13.63
C -23.70 -10.90 17.34
O -23.50 -11.13 18.71
H -24.54 -10.27 17.05
H -22.76 -10.59 16.87
H -23.89 -11.86 16.84
H -23.78 -12.05 18.84
C -17.90 -9.30 15.04
O -18.05 -7.97 14.61
H -17.05 -9.45 15.71
H -18.77 -9.66 15.58
H -17.68 -9.92 14.16
H -17.26 -7.77 14.11
C -20.09 -12.44 18.44
O -21.22 -12.89 17.69
H -20.27 -11.38 18.62
H -20.08 -12.96 19.40
H -19.16 -12.66 17.91
H -22.02 -13.07 18.22
C -18.73 -15.19 15.64
O -19.98 -15.41 16.24
H -18.70 -14.29 15.02
H -17.88 -14.93 16.29
H -18.34 -16.11 15.21
H -20.42 -14.57 16.43
C -22.59 -8.36 14.99
O -22.19 -7.49 15.75
N -21.76 -9.12 14.24
N -23.89 -8.79 14.95
H -21.99 -9.80 13.53
H -20.79 -8.89 14.38
H -24.16 -9.57 14.39
H -24.48 -8.44 15.68
C -18.17 -12.55 11.25
O -19.31 -12.77 10.77
N -18.04 -11.43 12.01
N -17.06 -13.20 10.95
H -18.93 -11.15 12.38
H -17.18 -11.03 12.35
H -16.28 -12.79 11.45
H -16.92 -13.67 10.07
C -26.06 -11.19 13.05
O -26.06 -11.27 14.28
N -25.16 -11.82 12.21
N -27.16 -10.77 12.40
H -24.25 -11.99 12.65
H -25.46 -12.03 11.29
H -27.94 -10.69 13.04
H -27.29 -10.80 11.41
C -21.66 -16.06 11.00
O -21.30 -14.86 10.89
N -21.91 -16.88 9.95
N -22.10 -16.51 12.18
H -21.82 -16.44 9.06
H -22.38 -17.74 10.18
H -22.05 -15.84 12.93
H -22.42 -17.46 12.28
C -24.06 -14.72 17.87
O -23.79 -13.84 18.69
N -23.37 -14.96 16.72
N -25.13 -15.55 18.03
H -22.76 -14.26 16.36
H -23.79 -15.68 16.13
H -25.32 -16.30 17.40
H -25.76 -15.32 18.78
C -25.30 -15.71 13.95
O -24.16 -15.90 14.36
N -26.29 -16.64 13.79
N -25.70 -14.47 13.55
H -26.02 -17.58 14.01
H -27.21 -16.39 13.48
H -26.63 -14.37 13.21
H -25.13 -13.69 13.86
```

# 3
Entry from OMol25: a 11-piece molecular cluster, C12H45NO11 overall in a non-equilibrium geometry (the ωB97M-V functional and the def2-TZVPD basis).

Output
charge = 0
calculated total energy = -37181.3147 eV
energy relative to the best compared isomer or geometry (same formula, charge and spin) = 0.055 eV

XYZ file:
```
69
C12H45NO11 (the ωB97M-V functional and the def2-TZVPD basis)
C 14.28 -23.87 -5.29
O 14.98 -23.87 -3.97
H 14.64 -23.16 -6.03
H 14.19 -24.84 -5.77
H 13.22 -23.68 -5.10
H 15.04 -23.02 -3.52
C 20.95 -25.43 -4.13
O 19.73 -26.12 -4.05
H 21.38 -25.37 -5.13
H 20.74 -24.47 -3.65
H 21.73 -25.86 -3.50
H 19.06 -25.43 -4.10
C 10.42 -21.52 2.00
O 10.61 -20.17 2.52
H 10.43 -22.12 2.91
H 9.43 -21.65 1.54
H 11.05 -21.78 1.15
H 10.40 -20.11 3.45
O 17.70 -19.13 -2.85
H 16.75 -19.17 -2.75
H 17.83 -18.72 -3.71
O 12.36 -19.69 -9.67
H 12.95 -20.01 -10.35
H 11.60 -19.36 -10.14
O 16.17 -29.27 -9.26
H 15.69 -29.99 -9.66
H 16.68 -28.90 -9.98
O 12.97 -18.59 -1.33
H 12.85 -18.96 -0.46
H 12.24 -17.97 -1.43
O 15.42 -29.45 -4.67
H 16.22 -29.08 -4.30
H 15.43 -29.18 -5.58
O 13.76 -28.35 -0.85
H 13.91 -28.63 -1.75
H 13.85 -27.40 -0.87
O 15.74 -18.01 -7.22
H 15.93 -17.37 -7.90
H 15.18 -18.66 -7.66
C 2.81 -21.44 -4.19
C 3.84 -21.30 -3.00
C 4.57 -22.72 -2.94
C 5.53 -22.98 -4.16
C 6.61 -21.89 -4.16
C 6.02 -20.42 -4.27
N 4.94 -20.26 -3.19
O 4.52 -18.95 -3.09
C 7.24 -19.40 -4.04
C 5.52 -20.16 -5.79
C 3.12 -21.17 -1.64
H 3.09 -20.72 -4.96
H 1.76 -21.30 -3.92
H 2.85 -22.38 -4.74
H 5.03 -22.94 -1.97
H 3.83 -23.52 -2.86
H 5.09 -23.04 -5.15
H 5.80 -24.03 -4.01
H 7.39 -22.05 -4.91
H 6.99 -22.00 -3.15
H 7.05 -18.35 -4.27
H 7.60 -19.63 -3.04
H 8.12 -19.69 -4.61
H 4.88 -20.93 -6.22
H 4.84 -19.31 -5.79
H 6.42 -19.82 -6.31
H 3.68 -21.10 -0.71
H 2.50 -22.05 -1.51
H 2.45 -20.31 -1.68
H 4.87 -18.58 -2.28
```